[1]
This record from the OMol25 dataset describes a structure of composition C38H58BFeN12OPS. The level of theory is ωB97M-V with the def2-TZVPD basis set.

The geometry in XYZ format:
```
113
Properties=species:S:1:pos:R:3
Fe -0.113 -0.213 -0.047
S -0.684 -1.381 -2.993
P 2.856 1.507 0.154
O 0.077 -0.532 -1.940
N -1.515 -1.551 0.096
N -2.607 1.370 0.537
N 4.079 0.692 0.880
N 3.302 1.943 -1.351
N 2.583 2.812 1.095
N -1.502 0.147 2.405
N -4.050 0.138 2.272
N -4.086 -0.742 3.321
N -0.291 -0.233 1.901
N -1.540 1.356 -0.305
N -2.682 -1.174 0.668
N 1.516 0.584 0.006
C -2.794 -3.353 0.294
C -1.547 -2.877 -0.104
C -3.257 -2.096 -2.812
C -0.626 2.813 -2.106
C -6.108 0.208 3.071
C 0.801 4.518 0.896
C -5.126 -0.590 -2.843
C -0.209 -0.557 -4.500
C -1.415 0.208 3.735
C -4.629 -1.882 -2.779
C 5.058 -1.555 1.304
C 4.533 2.737 -1.507
C -4.263 0.498 -2.951
C -3.277 2.521 0.391
C -5.311 -0.696 3.809
C 4.806 1.828 -3.818
C -2.669 3.264 -0.597
C 2.600 1.674 -2.605
C -5.277 0.706 2.108
C 5.184 1.340 1.614
C 3.536 1.008 -3.607
C 0.954 3.094 2.939
C -1.584 2.492 -1.012
C -0.368 -3.655 -0.588
C 4.464 -0.597 0.278
C 5.696 0.423 2.711
C -0.142 -0.169 4.118
C 0.531 -0.463 2.938
C 1.877 -1.075 2.779
C 2.381 2.730 2.553
C 5.498 2.087 -2.485
C -2.897 0.296 -3.003
C 2.228 4.129 0.544
C -2.408 -1.004 -2.926
C 6.174 -0.894 2.107
C -3.471 -2.250 0.779
C 0.581 4.471 2.402
C -5.706 -1.529 4.984
B -2.773 0.166 1.484
H 5.437 -2.428 0.769
H 2.192 -1.506 3.728
H 4.993 2.890 -0.530
H -6.194 -0.425 -2.815
H 5.479 1.316 -4.505
H 4.251 3.730 -1.880
H -4.660 1.503 -3.007
H -0.442 0.504 -4.426
H 0.118 3.815 0.416
H -0.434 -4.676 -0.216
H 3.585 -1.036 -0.202
H 6.510 0.924 3.237
H 1.193 5.237 2.890
H 6.008 1.541 0.916
H -3.141 -4.371 0.265
H -4.444 -2.170 1.233
H 0.235 -0.272 5.121
H -2.274 0.469 4.326
H 6.525 -1.570 2.887
H 4.846 2.296 2.005
H 0.589 5.512 0.498
H 4.546 2.784 -4.285
H 3.008 0.883 -4.556
H 0.269 2.344 2.533
H -0.017 3.684 -1.862
H -0.312 -3.711 -1.675
H -0.771 -1.019 -5.311
H 0.568 -3.229 -0.221
H 0.858 -0.721 -4.639
H 0.865 3.062 4.026
H -7.147 0.448 3.220
H -2.856 -3.100 -2.748
H -6.755 -1.378 5.226
H -5.550 -2.588 4.779
H -5.303 -2.724 -2.702
H 2.391 4.125 -0.533
H 5.204 -0.411 -0.511
H -0.458 4.701 2.641
H -5.113 -1.271 5.861
H 2.926 4.853 0.979
H 6.363 2.739 -2.614
H 3.797 0.009 -3.240
H 5.866 1.145 -2.068
H 2.225 2.619 -3.018
H 7.030 -0.698 1.454
H -4.121 2.768 1.007
H 4.281 -1.913 1.980
H 1.849 -1.876 2.038
H -1.175 3.060 -3.018
H -5.513 1.367 1.294
H -2.224 1.134 -3.098
H 3.076 3.438 3.020
H 1.756 1.025 -2.392
H -2.963 4.232 -0.963
H 0.028 1.973 -2.305
H 2.628 -0.360 2.457
H 4.902 0.244 3.443
H 2.653 1.736 2.901
```

Output
- spin multiplicity = 5
- expectation value of S² = 6.04
- E_LUMO (spin up / spin down) (eV) = -6.356 / -6.880
- net charge = +2
- highest occupied orbital energy (spin up / spin down) (eV) = -13.46 / -13.46
- Kohn-Sham gap (spin up / spin down) (eV) = 7.1 / 6.6
- ΔE to the lowest compared entry with this formula, charge and spin (eV) = 0.0000
- total energy (Ha) = -4242.90385

Löwdin atomic charge list, values in e, 8 entries:
1. Fe 0.796
2. S 1.058
3. P 0.647
4. O -0.595
5. N -0.019
6. N 0.049
7. N -0.208
8. N -0.190

---

[2]
This record from the OMol25 dataset describes a cluster of 6 separate species, C24H64N5O12S in total at a distorted geometry. The level of theory is ωB97M-V with the def2-TZVPD basis set.

The geometry in XYZ format:
```
106
Properties=species:S:1:pos:R:3
S 0.542 2.985 -2.066
O 0.859 1.948 -3.034
O -0.323 -5.262 -2.283
O 3.615 1.452 3.318
O -2.833 -0.257 -4.343
O -4.064 -1.892 -0.230
O -0.424 1.696 3.606
O -0.180 4.105 -2.656
O 1.759 3.352 -1.393
O 3.162 -2.947 -5.450
O -4.913 4.668 6.867
O 3.474 -1.794 -1.096
O -0.297 2.318 -1.082
N -0.300 -2.370 0.035
N 0.763 -0.491 -3.841
N 0.661 -0.100 -1.124
N -1.569 4.857 5.218
N 3.077 1.010 -0.309
C 1.987 -2.489 -4.683
C -0.433 -4.663 -1.056
C -0.668 0.925 2.448
C -1.702 -2.319 0.440
C -2.993 4.903 5.368
C 1.873 -0.937 -4.696
C 4.450 -2.592 -4.933
C 2.871 1.322 2.138
C 3.934 -2.999 -0.583
C -2.711 -1.772 -0.606
C -1.532 0.197 -3.877
C 4.538 -0.824 -1.211
C -3.851 0.642 -3.966
C 3.690 1.546 0.932
C -3.481 4.753 6.779
C -1.454 2.719 3.836
C -1.039 3.481 5.091
C -0.663 -6.627 -2.293
C 0.054 -3.188 -1.111
C -4.964 -1.750 -1.256
C -0.524 -0.702 -4.488
C -5.411 4.827 8.184
C 2.899 1.240 4.539
C 4.007 0.570 -1.373
H -3.363 5.820 4.909
H -0.734 -7.079 -3.283
H 0.148 -5.270 -0.361
H 5.098 -1.138 -2.091
H 2.047 1.897 4.712
H 0.841 0.497 -3.647
H -0.060 -7.182 -1.574
H 1.088 -2.930 -5.115
H -3.091 5.533 7.433
H 2.674 0.184 4.690
H -1.490 -4.630 -0.792
H 0.583 -0.234 -2.122
H 3.567 0.572 -2.370
H -1.225 5.540 4.559
H 0.167 0.765 -0.960
H -5.009 5.714 8.675
H 2.602 1.798 -0.726
H -5.063 4.046 8.860
H -1.566 3.401 2.993
H 1.763 -0.641 -5.739
H -1.714 0.625 2.497
H 4.540 -3.531 -1.317
H 2.098 2.089 2.193
H -3.862 1.660 -4.354
H -6.499 4.832 8.241
H -0.976 -1.694 -4.482
H -1.695 -6.644 -1.943
H -4.805 0.206 -4.261
H 3.042 -3.619 -0.497
H 2.702 -0.369 -4.273
H -0.523 -0.430 -5.544
H 4.741 1.375 -1.375
H -2.965 3.875 7.167
H 0.285 -2.680 0.797
H -4.918 -0.722 -1.615
H 4.606 -1.517 -4.840
H -2.604 -2.317 -1.544
H 4.667 1.084 1.067
H -3.421 4.155 4.702
H -5.935 -1.931 -0.794
H 3.926 2.592 0.737
H 0.017 3.579 4.838
H 2.370 0.354 2.138
H -2.488 -0.747 -0.901
H -2.442 2.285 3.989
H 1.617 0.017 -0.819
H -1.067 2.967 6.052
H -1.457 0.181 -2.790
H -0.485 1.530 1.559
H 3.585 1.512 5.340
H 5.261 -0.871 -0.396
H 5.285 -2.955 -5.533
H 0.167 -0.861 -0.679
H -1.370 1.217 -4.227
H -1.755 -1.705 1.339
H 2.054 -2.865 -3.662
H 4.516 -2.995 -3.923
H -0.343 -2.807 -2.052
H -3.747 0.718 -2.883
H -1.977 -3.323 0.765
H 1.134 -3.158 -1.258
H 4.428 -2.963 0.388
H 0.072 0.126 2.403
H -4.930 -2.480 -2.065
```

Output
- spin multiplicity = 2
- expectation value of S² = 0.76
- E_LUMO (spin up / spin down) (eV) = 0.341 / -3.687
- net charge = 0
- highest occupied orbital energy (spin up / spin down) (eV) = -8.85 / -8.85
- Kohn-Sham gap (spin up / spin down) (eV) = 9.2 / 5.2
- total energy (Ha) = -2527.35504

Löwdin atomic charge list, values in e, 8 entries:
1. S 0.253
2. O -0.336
3. O -0.187
4. O -0.178
5. O -0.181
6. O -0.169
7. O -0.214
8. O -0.159

---

[3]
This record from the OMol25 dataset describes a structure of composition C3H2CrO2 at a distorted geometry. The level of theory is ωB97M-V with the def2-TZVPD basis set.

The geometry in XYZ format:
```
8
Properties=species:S:1:pos:R:3
Cr -2.603 -1.283 -0.440
O 0.464 -1.444 0.226
O 0.419 2.098 -0.366
C 0.333 -0.107 0.683
C -0.751 -0.825 0.002
C 0.615 0.910 -0.493
H 0.338 0.156 1.744
H 1.185 0.495 -1.356
```

Output
- spin multiplicity = 5
- expectation value of S² = 6.04
- E_LUMO (spin up / spin down) (eV) = -14.018 / -13.141
- net charge = +2
- highest occupied orbital energy (spin up / spin down) (eV) = -18.95 / -18.92
- Kohn-Sham gap (spin up / spin down) (eV) = 4.9 / 5.8
- ΔE to the lowest compared entry with this formula, charge and spin (eV) = 2.7309
- total energy (Ha) = -1309.47748

Want to see where the charge sits? The natural (NBO) charges in e are:
1. Cr 1.690
2. O -0.248
3. O -0.329
4. C -0.019
5. C 0.096
6. C 0.308
7. H 0.305
8. H 0.198

---

[4]
This record from the OMol25 dataset describes a cluster of 2 separate species, H3OPS in total at a distorted geometry. The level of theory is ωB97M-V with the def2-TZVPD basis set.

The geometry in XYZ format:
```
6
Properties=species:S:1:pos:R:3
S 2.782 0.363 0.199
P -0.771 1.210 0.507
O -1.534 0.161 -0.542
H -1.972 -0.591 0.002
H 2.599 0.157 -1.064
H -1.207 2.228 -0.420
```

Output
- spin multiplicity = 1
- E_LUMO (spin up / spin down) (eV) = -2.827 / -2.826
- net charge = 0
- highest occupied orbital energy (spin up / spin down) (eV) = -8.17 / -8.17
- Kohn-Sham gap (spin up / spin down) (eV) = 5.3 / 5.3
- ΔE to the lowest compared entry with this formula, charge and spin (eV) = 3.6061
- total energy (Ha) = -816.44982

Want to see where the charge sits? The natural (NBO) charges in e are:
1. S -0.463
2. P 0.897
3. O -0.958
4. H 0.510
5. H 0.092
6. H -0.077